(1)
DFT (ωB97M-V/def2-TZVPD) results for one molecule with the formula C19H23N3O2.

The lowest unoccupied orbital energy is 0.13 eV. As for the total energy: -28638.9095 eV. The charge is 0. For the energy relative to the best compared isomer or geometry (same formula, charge and spin), the calculation gives 108.1 kcal per mole. For the HOMO energy, the calculation gives -8.058 eV.

XYZ file:
```
47
Properties=species:S:1:pos:R:3:forces:R:3
O 0.23335 -0.30012 2.30595 -1.3 -4.5 -3.5
N -0.22079 6.60390 -2.56815 -0.3 -2.5 -0.4
O -1.30228 1.77700 -3.09926 -1.0 0.3 1.2
C -0.27515 -1.19053 1.50799 0.5 1.8 3.2
C -0.43521 6.48383 -1.25675 -2.3 -1.3 0.3
C -0.37416 5.41627 -3.30054 1.9 0.8 2.4
C -1.40521 2.63836 0.63465 -0.2 -2.1 -2.3
C -0.90542 5.25671 -0.62691 1.6 1.1 -4.3
C -1.65372 1.37576 1.14866 0.2 -0.1 0.4
C -1.48982 0.41055 -1.14947 -0.5 1.6 -1.8
C -1.36144 1.69822 -1.72944 -0.2 -0.5 2.2
C -1.26066 2.78884 -0.79080 -0.2 -0.5 -1.0
C -0.96372 4.06913 -1.43606 0.1 1.6 2.8
C -1.60654 0.31794 0.22136 0.0 2.9 -0.2
C -0.62072 4.14366 -2.77570 -0.9 0.7 -0.5
N -1.39534 -0.88109 0.74774 1.4 -4.6 2.0
N -0.72259 -3.69705 0.67912 -2.4 0.3 0.3
C 1.23846 -5.71974 1.98291 1.7 -1.8 -0.5
C 3.01606 -4.02470 2.74256 1.3 -1.3 -0.3
C 1.64123 -4.59998 2.91536 -1.9 1.6 0.5
C 0.78529 2.36798 -4.01391 0.8 0.7 0.8
C 0.52365 -3.40690 2.80087 1.6 1.3 1.1
C -0.65788 2.90101 -3.67689 2.1 0.2 0.1
C 0.18038 -2.77571 1.39763 -0.4 -0.4 1.6
H -0.50247 7.42710 -0.68744 0.5 -0.6 -0.2
H 0.16992 5.43860 -4.20719 -0.4 0.4 -1.5
H -1.23559 3.41303 1.30853 0.1 1.5 0.7
H -1.16447 5.33695 0.37402 -0.4 -0.3 1.7
H -1.71314 1.09370 2.26591 0.1 0.8 -2.2
H -1.52020 -0.45283 -1.83761 0.2 0.3 0.7
H -1.70647 -1.65007 0.20456 -0.1 -0.8 -0.7
H -0.43500 -4.70313 0.77733 -0.3 1.8 -0.1
H -1.68544 -3.59853 1.10885 1.4 -0.6 -0.6
H 1.63525 -6.66537 2.44325 0.0 0.6 -0.8
H 1.62816 -5.66740 0.89164 -0.7 0.1 1.8
H 0.17722 -5.89838 2.02774 -0.5 0.1 -0.2
H 2.88875 -3.54044 1.80673 0.9 0.8 -1.1
H 3.89363 -4.79003 2.66827 -1.7 1.2 0.2
H 3.24595 -3.28974 3.51223 0.0 0.0 0.0
H 1.58246 -4.96928 3.94450 -0.5 0.0 -0.1
H 1.26938 1.83551 -3.12836 -1.1 0.4 -1.0
H 0.81130 1.73379 -4.91036 -0.2 0.0 0.4
H 1.50053 3.19518 -4.17789 -0.5 -0.1 -0.2
H -0.36207 -3.73793 3.31188 -0.9 -0.7 -0.5
H 0.73480 -2.56667 3.51467 0.8 -0.5 -0.7
H -1.18210 3.18416 -4.59820 0.0 -0.4 0.2
H 1.00183 -2.78159 0.72600 1.4 0.5 -0.1
```
Positions in Å, forces in eV/Å.

(2)
DFT (ωB97M-V/def2-TZVPD) results for C47H120CoF8N2O23S4 as an isolated structure.

The lowest unoccupied orbital energy (spin up / spin down) is -0.11 / -0.89 eV. As for the total energy: -203463.9511 eV. The charge is 0. For the energy relative to the best compared isomer or geometry (same formula, charge and spin), the calculation gives 0.0 kcal per mole. For the HOMO energy (spin up / spin down), the calculation gives -9.347 / -9.347 eV. Its expectation value of S² is 3.756. As for the spin multiplicity: 4.

XYZ file:
```
205
Properties=species:S:1:pos:R:3:forces:R:3
Co -23.53308 -24.26006 15.67010 -1.2 0.2 0.2
N -21.89609 -23.37884 16.24448 3.6 0.5 0.0
S -21.39641 -22.44125 17.41377 -2.4 2.8 4.7
O -21.50974 -21.05171 17.07314 0.2 -1.0 0.3
O -20.31818 -22.89289 18.24927 -0.6 0.1 -1.4
F -22.70336 -22.70392 18.34598 0.4 0.1 -0.2
S -20.41168 -23.37262 15.47802 1.0 -2.8 -5.8
O -19.51614 -24.43817 15.80263 -0.8 0.9 1.0
O -19.91984 -22.12014 14.99930 -0.3 -0.1 1.5
F -21.05610 -23.93444 14.10791 -0.3 -0.2 0.4
C -26.18731 -27.02680 15.85694 0.0 -0.7 -1.4
F -26.35328 -26.13688 16.81970 0.1 -0.4 0.0
F -25.35102 -27.98173 16.20550 0.5 0.2 0.5
F -27.33772 -27.63372 15.54831 -0.2 0.4 0.2
S -25.64743 -26.14555 14.26771 -0.7 1.0 -0.2
O -26.11555 -26.90282 13.12321 1.4 0.5 1.5
O -26.24258 -24.84695 14.44433 0.2 0.2 0.0
N -23.96653 -25.85672 14.53258 -2.7 -1.8 -1.5
S -23.11577 -27.10366 13.96292 2.6 -1.6 0.2
O -21.84028 -27.09914 14.64909 -0.8 0.6 -0.6
O -23.79688 -28.37284 13.88770 -0.3 1.1 -0.1
C -22.73570 -26.64856 12.15119 0.3 0.5 1.7
F -22.29711 -25.39025 12.12796 -0.1 0.1 0.0
F -21.74147 -27.42469 11.73231 -0.6 -0.2 -0.3
F -23.83248 -26.72453 11.42008 0.3 -0.4 -0.3
C -30.28110 -29.13680 10.63508 -0.4 -0.2 0.6
C -28.90996 -29.59105 11.09257 -0.4 -0.4 1.4
C -28.60281 -29.01517 12.48236 0.9 1.1 -0.9
O -28.91496 -31.02058 11.27497 0.2 0.0 -0.8
H -30.32697 -28.04887 10.56941 0.1 0.0 -0.3
H -30.96959 -29.40538 11.44314 -0.1 0.0 0.0
H -30.68738 -29.60610 9.74041 0.4 0.0 -0.2
H -28.10836 -29.29224 10.41205 -0.1 0.0 -0.2
H -27.52908 -29.10649 12.66122 0.0 0.0 0.1
H -29.11099 -29.46480 13.33187 -0.4 -0.1 -0.3
H -28.78687 -27.93857 12.39822 -0.1 0.0 0.5
H -28.00759 -31.29354 11.10703 -0.1 -0.3 0.1
C -26.41544 -23.05671 21.12594 0.7 0.0 0.9
C -25.80772 -24.34945 20.61872 -1.3 -0.5 -0.5
C -26.92445 -25.24773 20.06409 1.0 -0.8 -0.4
O -24.87665 -24.07820 19.55518 0.0 0.2 0.0
H -26.89191 -22.46786 20.34384 0.0 -0.2 -0.2
H -25.64937 -22.43307 21.59597 0.0 0.1 0.0
H -27.14786 -23.28746 21.90052 -0.1 0.1 -0.1
H -25.23681 -24.93919 21.34042 -0.3 0.3 0.5
H -27.55706 -25.72302 20.81254 0.0 0.5 0.3
H -26.43439 -26.10619 19.59299 -0.1 0.1 -0.3
H -27.53276 -24.75309 19.30890 -0.1 0.1 0.1
H -24.16336 -23.57239 19.96792 0.1 0.1 -0.4
C -22.85960 -30.49840 16.67896 -0.4 1.1 -0.4
C -22.09144 -31.59653 17.40608 -0.5 -0.4 -2.2
C -22.93544 -32.84553 17.54232 0.0 0.0 1.5
O -20.97654 -31.92564 16.55612 0.1 0.2 0.8
H -23.85323 -30.23895 17.05984 0.2 -0.1 0.6
H -23.08848 -30.69726 15.62792 0.3 -0.7 0.0
H -22.27046 -29.58068 16.58340 0.1 0.0 0.4
H -21.77414 -31.27097 18.39616 0.4 0.0 -0.1
H -23.72852 -32.60352 18.25770 -0.3 -0.3 -0.2
H -22.31501 -33.60470 18.02396 -0.1 -0.2 -0.1
H -23.34926 -33.24572 16.61868 0.0 0.3 -0.1
H -21.38323 -32.33234 15.76478 0.4 0.1 0.2
C -22.43097 -26.89440 6.08898 0.2 0.1 0.8
C -22.52699 -27.91258 7.22797 -0.8 0.4 -0.6
C -23.47643 -27.40822 8.32549 0.8 -0.4 0.3
O -22.98225 -29.15605 6.69541 0.0 -0.2 0.1
H -21.81570 -27.30729 5.29238 -0.2 0.2 -0.2
H -21.98638 -25.97012 6.46657 0.2 0.0 -0.1
H -23.43447 -26.61127 5.76428 0.0 -0.2 -0.3
H -21.52444 -28.14499 7.58898 -0.1 0.2 0.3
H -23.13801 -26.44758 8.71659 -0.1 0.1 -0.2
H -23.46557 -28.09743 9.17193 -0.1 -0.1 -0.1
H -24.50430 -27.32890 7.97045 0.0 0.1 -0.2
H -23.80372 -28.99752 6.21760 0.0 0.0 0.0
C -18.07292 -26.99952 11.30683 0.2 -0.4 -0.6
C -17.62555 -26.92101 12.75326 -0.2 -0.3 1.2
C -18.39581 -27.91918 13.63436 0.5 -0.1 -1.1
O -16.23573 -27.20675 12.89567 0.2 0.1 -0.4
H -19.14301 -27.17515 11.18536 -0.1 0.5 0.2
H -17.62496 -27.85634 10.79250 0.2 -0.1 0.3
H -17.73727 -26.13052 10.73566 -0.3 0.1 0.0
H -17.75894 -25.91107 13.15914 -0.4 0.0 -0.2
H -19.44748 -27.64926 13.54864 -0.1 -0.3 0.4
H -18.04916 -28.01627 14.66049 -0.1 0.6 0.1
H -18.21594 -28.90730 13.19852 -0.3 -0.1 -0.1
H -15.79064 -26.53708 12.36303 0.3 -0.2 0.1
C -27.39753 -22.67865 16.93037 -0.4 0.1 -0.7
C -26.00063 -22.38113 16.41868 -0.8 0.7 1.5
C -25.44077 -21.16396 17.17057 0.9 -0.2 -0.3
O -25.19093 -23.52950 16.79677 0.0 0.6 -0.9
H -28.03547 -21.79898 16.82488 0.1 0.1 0.2
H -27.33646 -22.95889 17.98122 -0.2 0.0 0.1
H -27.87664 -23.46277 16.34128 0.1 -0.2 0.2
H -26.02930 -22.21843 15.34702 0.5 -0.4 0.0
H -25.52657 -21.26719 18.25474 -0.2 -0.2 0.0
H -25.85758 -20.18919 16.91947 -0.3 -0.2 -0.3
H -24.36614 -21.12913 16.97031 0.0 0.3 0.0
H -25.35889 -23.61718 17.75128 0.5 -0.3 0.1
C -31.62114 -25.29371 13.06956 0.5 -0.3 -0.5
C -30.62430 -24.25964 12.52800 -0.7 0.7 0.6
C -29.25647 -24.25217 13.19322 -0.5 -1.2 -0.1
O -30.45615 -24.48639 11.13221 0.3 -0.2 -0.2
H -32.37740 -25.46484 12.29979 -0.2 0.1 0.1
H -32.13117 -25.03096 13.99243 0.2 0.1 0.1
H -31.10980 -26.25457 13.17224 0.0 0.0 0.2
H -31.07720 -23.26521 12.63586 0.0 0.0 0.1
H -28.57525 -23.55856 12.70664 0.0 0.1 0.2
H -28.86267 -25.27163 13.11866 0.3 0.1 -0.3
H -29.33698 -24.11280 14.27168 -0.1 0.5 0.0
H -31.32693 -24.40311 10.73233 0.1 0.0 -0.2
C -19.20538 -24.97909 7.71155 -0.2 0.1 0.1
C -20.33448 -24.16758 8.34314 0.5 -0.4 0.5
C -20.81379 -24.81173 9.64098 0.7 0.6 -0.3
O -19.82708 -22.85056 8.61506 -0.4 -0.1 0.1
H -18.38135 -25.11066 8.41555 -0.1 0.2 0.2
H -18.80984 -24.41398 6.86787 0.0 -0.4 -0.3
H -19.52761 -25.99077 7.45658 -0.1 0.1 -0.4
H -21.21024 -24.06216 7.69606 0.1 -0.2 -0.3
H -19.98718 -24.86466 10.35285 0.0 0.1 0.0
H -21.11855 -25.83960 9.44490 -0.4 0.1 0.1
H -21.58076 -24.16635 10.06535 -0.3 -0.4 0.1
H -20.13137 -22.30086 7.88834 0.2 0.2 0.1
C -18.60013 -29.37786 7.91678 0.3 -0.4 -0.2
C -18.95296 -30.50045 8.88125 -1.4 0.6 0.8
C -20.26512 -30.16076 9.60269 -0.5 0.6 0.0
O -19.13097 -31.78395 8.29231 0.5 0.4 -0.2
H -18.35272 -28.50628 8.52324 0.1 0.2 -0.2
H -19.39992 -29.11786 7.21818 -0.3 -0.1 0.2
H -17.76227 -29.66358 7.27803 0.2 0.1 0.2
H -18.19577 -30.54392 9.66532 0.3 -0.5 -0.3
H -21.06683 -30.01152 8.87085 0.0 -0.4 -0.1
H -20.27839 -29.21326 10.15113 0.5 0.0 0.1
H -20.57848 -30.92868 10.30844 0.1 -0.2 -0.1
H -19.78302 -31.64325 7.59496 0.0 -0.3 0.0
C -21.34215 -30.84781 13.29576 0.3 0.0 0.2
C -21.20334 -32.33015 13.04410 0.0 -0.2 -1.2
C -19.79943 -32.83014 12.78695 0.8 0.2 1.1
O -21.76230 -33.06007 14.15269 0.1 0.1 -0.4
H -22.39006 -30.56252 13.21600 0.0 0.1 0.4
H -20.78608 -30.22688 12.59165 0.0 -0.3 -0.3
H -20.89502 -30.62256 14.26576 -0.4 0.1 0.2
H -21.76015 -32.60748 12.13871 -0.3 0.2 0.1
H -19.80334 -33.90661 12.59937 0.0 0.0 -0.3
H -19.20717 -32.69118 13.69896 0.0 0.0 0.0
H -19.24060 -32.30600 12.01235 -0.4 -0.1 -0.3
H -21.45120 -33.96185 14.01351 -0.2 -0.1 0.3
C -26.99668 -31.39401 16.78854 -0.7 -0.4 0.1
C -27.56508 -31.64516 15.40136 0.7 0.3 -0.7
C -26.45198 -31.46802 14.33945 -0.7 0.3 0.3
O -28.08387 -32.96963 15.34369 0.0 -0.2 0.3
H -26.73037 -30.35324 16.96889 0.2 0.0 -0.3
H -26.13226 -32.04952 16.89917 0.1 0.1 0.2
H -27.73286 -31.65014 17.55345 0.0 -0.2 0.0
H -28.39709 -30.98348 15.14051 0.1 0.4 0.3
H -25.79769 -32.33923 14.33772 0.0 0.0 0.0
H -25.86031 -30.57016 14.53105 0.0 0.0 0.1
H -26.92601 -31.32283 13.36750 0.2 -0.3 -0.1
H -28.52651 -33.06491 14.49452 0.0 -0.1 0.0
C -29.29112 -26.17458 17.13983 0.5 0.0 0.9
C -30.44875 -25.48648 17.87274 1.1 -0.4 -0.9
C -31.51476 -25.02171 16.90158 -0.2 0.0 0.3
O -31.04912 -26.39356 18.78031 -0.5 0.1 0.1
H -29.61325 -27.11241 16.68867 -0.1 0.2 -0.4
H -28.49226 -26.44430 17.84056 -0.3 -0.2 0.3
H -28.71677 -25.53438 16.46870 -0.6 0.1 -0.5
H -30.03384 -24.62481 18.40740 -0.1 0.1 0.1
H -32.34543 -24.67740 17.51907 -0.2 0.1 -0.4
H -31.82548 -25.82551 16.23407 -0.1 -0.2 0.3
H -31.18130 -24.22362 16.23715 0.2 0.2 0.3
H -30.39775 -26.96143 19.19941 0.2 0.1 -0.1
C -21.56603 -25.93855 18.69615 0.6 0.5 0.2
C -22.76009 -26.58040 18.02438 -0.1 -0.5 0.8
C -23.58453 -27.39576 19.03983 0.6 -0.7 -0.6
O -23.64169 -25.59158 17.44429 0.2 0.1 0.0
H -20.89663 -26.62776 19.21410 -0.2 -0.5 -0.3
H -21.84434 -25.24848 19.49935 -0.3 0.2 -0.2
H -20.94057 -25.40082 17.98389 -0.1 0.0 0.0
H -22.42760 -27.20980 17.19916 -0.1 0.0 0.0
H -24.18932 -28.14334 18.52564 -0.3 0.2 0.0
H -24.19720 -26.77533 19.69351 0.0 0.1 -0.1
H -22.90628 -27.97893 19.66522 0.0 0.1 0.1
H -24.06840 -25.18487 18.21851 -0.1 0.2 -0.2
C -25.41367 -21.75753 12.53803 -0.7 -1.0 0.0
C -24.22531 -22.70314 12.77192 0.4 1.0 -0.9
C -22.98401 -22.24409 12.00104 0.2 0.1 0.2
O -23.93931 -22.64852 14.18585 0.2 -0.6 0.3
H -25.71818 -21.73817 11.49154 0.2 0.2 0.0
H -25.25877 -20.74597 12.91792 0.5 0.0 -0.2
H -26.30016 -22.11447 13.07030 0.1 -0.2 0.1
H -24.37902 -23.74357 12.48984 -0.6 0.0 0.4
H -23.08543 -22.25022 10.91530 -0.5 0.0 0.0
H -22.12847 -22.88735 12.20531 0.0 0.1 0.2
H -22.74239 -21.22307 12.30964 0.1 0.0 -0.1
H -23.69502 -21.72727 14.35158 0.2 -0.2 0.3
C -27.13942 -26.03193 10.16126 -0.9 0.3 0.7
C -26.93379 -24.53754 10.42127 0.4 0.0 -1.2
C -25.68860 -24.05105 9.69087 -0.2 0.0 0.0
O -28.00920 -23.78255 9.89160 -0.3 0.2 0.0
H -26.26184 -26.63504 10.38587 -0.1 0.0 0.1
H -27.48802 -26.22253 9.14485 0.3 0.3 -0.2
H -27.99399 -26.31719 10.78371 0.2 -0.5 0.2
H -26.83407 -24.27412 11.48110 0.1 -0.5 0.2
H -24.82563 -24.62191 10.03968 0.2 0.4 0.1
H -25.60750 -22.97153 9.82856 0.4 -0.1 0.1
H -25.75675 -24.21555 8.61355 -0.2 -0.1 0.0
H -28.85021 -24.04321 10.30785 0.2 0.0 -0.1
```
Positions in Å, forces in eV/Å.

(3)
DFT (ωB97M-V/def2-TZVPD) results for a 6-piece molecular cluster, C20H24F6O18SSi overall.

The lowest unoccupied orbital energy is -0.81 eV. As for the total energy: -92999.8807 eV. The charge is 0. For the HOMO energy, the calculation gives -9.493 eV.

XYZ file:
```
70
Properties=species:S:1:pos:R:3:forces:R:3
O -0.75410 2.59472 -5.31739 1.0 -1.8 4.3
C -0.46736 2.32526 -4.13679 -0.6 2.3 -2.9
O -0.07301 3.37754 -3.27363 -1.4 -2.5 -0.6
C -0.46843 0.81032 -3.54780 0.5 0.3 -2.1
F 0.75859 0.66694 -2.85537 -2.5 -0.3 -1.3
F -0.55591 -0.02485 -4.71060 0.9 1.6 2.9
C -1.77364 0.48901 -2.67321 -1.6 -0.6 -1.1
F -2.56147 1.68623 -2.67206 1.8 -2.5 0.4
F -2.58168 -0.47267 -3.36360 2.0 2.1 1.6
C -1.48435 -0.07567 -1.20654 -1.8 -0.6 1.5
F -2.74517 -0.58897 -0.72441 2.4 0.9 -1.1
F -0.59401 -1.18088 -1.17378 -1.7 2.5 -0.5
C -1.08205 1.08665 -0.13171 -2.2 2.7 0.5
O -1.90429 2.01237 0.13126 2.5 -3.8 -1.5
Si 0.58998 1.13981 0.83777 0.9 -0.3 -0.1
S 2.00079 2.57047 -0.00288 0.2 -0.6 -0.6
H -0.90778 3.85232 -3.02156 1.0 0.0 -0.1
H 1.13316 -0.21269 0.82253 -0.1 -0.1 -0.5
H 0.32905 1.54037 2.23492 -0.4 0.4 -0.6
H 2.66866 1.89783 -1.03362 -1.0 0.2 1.1
C 3.16620 -2.60556 4.67718 0.5 -0.4 0.6
C 1.94640 -3.18225 4.02780 -0.3 -1.0 0.1
O 1.24230 -2.02909 3.58740 0.4 0.6 -0.1
C 2.15423 -1.03184 3.44931 0.0 0.6 -0.2
O 1.92260 0.02665 2.93426 0.6 -0.9 0.9
O 3.35959 -1.38790 3.96678 -0.6 0.3 -0.4
H 4.03730 -3.25499 4.58058 0.0 0.2 -0.1
H 3.00911 -2.37719 5.73501 -0.1 0.0 -0.1
H 2.18723 -3.80229 3.15892 0.0 0.1 0.0
H 1.34127 -3.76516 4.72252 0.0 0.2 -0.1
C 2.90183 3.18677 -5.29513 -0.6 -0.7 0.2
C 2.78841 4.29751 -6.29382 -0.7 0.1 -0.6
O 3.81119 5.19770 -5.88696 0.4 -0.3 0.4
C 4.73082 4.47286 -5.19200 1.0 0.3 0.2
O 5.79994 4.88874 -4.85003 -0.8 -0.3 -0.2
O 4.27710 3.21521 -4.93588 0.3 0.5 -0.1
H 2.63138 2.21762 -5.71697 0.2 0.0 0.1
H 2.29885 3.36567 -4.39965 0.0 0.0 0.0
H 2.99470 3.96531 -7.31534 0.0 0.0 0.1
H 1.81113 4.78173 -6.26960 0.2 0.1 0.0
C 2.42433 7.27902 -2.40063 0.6 0.7 -0.2
C 2.83072 5.92005 -1.91827 0.8 -0.3 0.1
O 1.61388 5.38009 -1.41945 -0.7 0.5 -0.4
C 0.59967 6.03233 -2.04826 -0.6 -0.3 0.1
O -0.55488 5.71006 -1.98578 0.7 0.3 -0.1
O 1.06071 7.09614 -2.75829 -0.3 -0.6 0.3
H 3.01048 7.60984 -3.25916 -0.2 0.0 0.0
H 2.48501 8.03790 -1.61530 0.0 -0.1 0.0
H 3.19635 5.28011 -2.72707 0.0 0.0 0.0
H 3.58675 5.96495 -1.13328 -0.2 -0.1 0.0
C -2.74086 -5.32161 6.39638 -0.6 -0.7 0.2
C -2.85738 -4.21124 5.39732 -0.7 0.1 -0.6
O -1.83471 -3.31009 5.79706 0.5 -0.3 0.4
C -0.91271 -4.03258 6.48845 0.7 0.3 0.3
O 0.15937 -3.61348 6.82326 -0.7 -0.3 -0.3
O -1.36295 -5.28949 6.74846 0.3 0.6 -0.2
H -3.01312 -6.29112 5.97688 0.2 0.0 0.1
H -3.33969 -5.14237 7.29384 0.1 0.0 -0.1
H -2.65507 -4.54397 4.37479 0.0 0.0 0.1
H -3.83425 -3.72666 5.42519 0.2 0.1 0.0
C -4.02051 -6.00824 0.38308 0.4 0.0 -0.8
C -4.93639 -4.96700 0.95147 -0.2 0.8 -0.3
O -5.61601 -5.66831 1.98459 0.3 -0.5 0.2
C -4.82096 -6.70965 2.35364 -0.2 -0.6 0.8
O -5.01536 -7.40198 3.31087 0.2 0.6 -0.7
O -3.77576 -6.86024 1.49480 -0.4 0.1 0.4
H -3.08893 -5.58380 0.00627 0.0 -0.2 0.1
H -4.49224 -6.59209 -0.41244 0.0 0.0 0.1
H -4.39252 -4.12659 1.39282 0.0 -0.1 0.0
H -5.64152 -4.58356 0.21286 -0.1 -0.1 0.2
```
Positions in Å, forces in eV/Å.

Number 1 is which compound?
C19H23N3O2

The lowest total energy belongs to which entry?
C47H120CoF8N2O23S4